[1]
Below is C14H43CoO8 as an isolated structure, with properties calculated with ωB97M-V/def2-TZVPD.

2S+1: 4
Total energy in eV: -69216.397
Total charge: +1
Gap between HOMO and LUMO (spin up / spin down) in eV: 9.560 / 9.127
Highest occupied orbital energy (spin up / spin down) in eV: -12.4 / -12.4
E_LUMO (spin up / spin down) in eV: -2.86 / -3.30
ΔE to the lowest compared entry with this formula, charge and spin in kcal per mole: 0.0
M in g/mol: 398.4

Positions of all 66 atoms, in Å:
Co (-1.13993, 1.24574, -0.32819)
O (-0.39613, -0.28435, 0.59640)
H (-0.45165, -0.64842, 1.48353)
C (1.89494, 1.62898, -3.02991)
C (1.29507, 2.59594, -2.01596)
O (0.84186, 1.89821, -0.80787)
H (2.42499, 2.27670, -3.74443)
H (1.15486, 1.11711, -3.63788)
H (2.67719, 1.01620, -2.58635)
H (0.42449, 3.12224, -2.39260)
H (2.08674, 3.27818, -1.70895)
H (1.60236, 1.42350, -0.45038)
C (-1.63274, -1.13649, -4.06195)
C (-2.15250, -0.33009, -2.88783)
O (-1.06705, -0.00119, -1.99173)
H (-1.07253, -2.02609, -3.78755)
H (-1.06959, -0.50046, -4.74819)
H (-2.48166, -1.44351, -4.68418)
H (-2.93288, -0.88549, -2.36410)
H (-2.53106, 0.63050, -3.23588)
H (-0.49285, -0.80456, -1.89188)
C (1.07448, -4.20328, -0.21565)
C (0.02418, -3.42676, -0.99014)
O (0.38224, -2.06511, -1.14409)
H (1.05238, -5.25782, -0.50717)
H (0.90603, -4.20296, 0.86060)
H (2.06293, -3.83237, -0.47964)
H (-0.94525, -3.47031, -0.47592)
H (-0.14893, -3.87756, -1.96705)
H (0.21286, -1.58152, -0.29361)
C (-1.01795, 4.52807, 2.69504)
C (-1.84388, 3.43121, 2.06780)
O (-0.98886, 2.46329, 1.39546)
H (-1.63625, 5.30985, 3.13165)
H (-0.37611, 5.02200, 1.95978)
H (-0.32065, 4.11397, 3.42828)
H (-2.48634, 3.84003, 1.28723)
H (-2.44107, 2.89460, 2.80749)
H (-0.21766, 2.23833, 1.94906)
C (-4.06746, -1.71309, 0.43576)
C (-3.79916, -0.35637, 1.08260)
O (-3.16679, 0.56447, 0.18044)
H (-3.10907, -2.22375, 0.32488)
H (-4.58758, -1.60845, -0.51278)
H (-4.64921, -2.31834, 1.13154)
H (-3.15261, -0.47765, 1.95115)
H (-4.72235, 0.06461, 1.49209)
H (-3.83391, 1.01582, -0.34765)
C (2.12190, -0.22478, 4.43851)
C (0.79278, 0.24429, 3.88238)
O (0.98546, 1.15773, 2.76581)
H (1.93052, -0.73291, 5.38822)
H (2.82762, 0.57980, 4.63024)
H (2.58134, -0.93962, 3.75597)
H (0.17034, 0.73440, 4.62922)
H (0.24842, -0.63449, 3.51935)
H (0.84651, 0.64294, 1.95535)
C (3.30091, -0.62212, 0.06959)
C (3.48714, -1.16889, -1.31941)
O (4.58300, -0.47532, -1.92841)
H (2.40517, -1.00145, 0.55441)
H (3.24470, 0.47039, -0.04173)
H (4.17404, -0.79383, 0.69739)
H (2.57852, -1.08894, -1.92237)
H (3.72802, -2.24000, -1.31222)
H (4.80771, -0.95082, -2.73356)

Force components x, y, z for each atom (eV/Å):
Co 0.6 -1.1 1.1
O 0.8 -0.5 0.5
H -0.5 0.3 0.0
C 0.1 1.4 -0.6
C 0.4 -1.1 0.4
O -0.2 0.5 -0.5
H 0.0 -0.2 0.0
H 0.0 -0.5 0.4
H -0.2 -0.3 0.0
H 0.0 0.2 0.0
H -0.3 0.3 0.1
H -0.2 -0.2 0.2
C -0.7 0.5 -0.8
C 0.6 -0.1 -0.1
O -0.5 0.4 -0.5
H 0.1 0.0 0.2
H 0.4 -0.1 0.3
H 0.0 -0.2 0.3
H 0.0 0.1 0.2
H -0.3 -0.1 0.0
H 0.0 0.0 0.4
C -0.1 -0.6 -0.3
C -0.5 -0.2 0.4
O 0.1 0.2 -0.2
H 0.0 0.1 0.0
H 0.2 0.4 0.0
H 0.1 0.1 0.2
H 0.0 -0.1 0.0
H 0.2 0.2 -0.2
H -0.1 0.2 -0.3
C 0.6 0.1 -0.2
C 0.3 -0.2 -0.3
O -0.6 0.5 -0.5
H -0.1 -0.2 0.2
H -0.2 -0.1 -0.2
H -0.3 0.1 0.2
H -0.1 -0.1 0.1
H -0.1 0.1 0.0
H 0.1 -0.2 0.3
C 0.6 0.4 0.6
C -0.4 -0.6 0.5
O 0.1 0.8 -0.5
H -0.1 0.0 -0.4
H 0.0 -0.1 0.0
H -0.2 0.0 -0.1
H 0.3 0.1 -0.2
H 0.0 0.3 -0.3
H -0.2 -0.2 0.1
C -0.2 -0.2 0.3
C 0.3 0.1 -0.6
O -0.2 -0.2 0.3
H 0.1 -0.1 -0.1
H -0.1 0.2 -0.1
H 0.1 0.0 0.0
H 0.1 0.2 0.0
H -0.1 0.1 0.1
H 0.1 -0.1 -0.1
C 0.2 0.6 -0.2
C 0.4 -0.8 -0.4
O -0.3 0.1 0.1
H -0.1 0.0 0.0
H -0.1 0.0 0.3
H 0.0 -0.2 0.0
H 0.0 0.2 0.1
H -0.1 0.0 0.3
H 0.1 0.1 0.0

[2]
Below is a 2-piece molecular cluster, C4H5F2N overall, with properties calculated with ωB97M-V/def2-TZVPD.

Total energy in eV: -11148.194
Gap between HOMO and LUMO in eV: 9.984
Highest occupied orbital energy in eV: -10.1
E_LUMO in eV: -0.12
ΔE to the lowest compared entry with this formula, charge and spin in kcal per mole: 122.0
M in g/mol: 105.1

Positions of all 12 atoms, in Å:
C (0.35693, -0.28664, -0.30973)
C (0.52697, 0.61202, 0.63461)
C (-2.35725, 0.76532, -1.66664)
C (1.95934, 0.07013, 0.99397)
N (-3.54465, 0.56246, -1.32473)
F (0.15878, 1.74133, 1.11524)
F (-1.87254, 1.64543, -2.55980)
H (-1.67635, -0.00238, -1.29615)
H (2.72358, 0.79897, 1.04570)
H (2.38362, -0.79038, 0.49120)
H (1.73004, -0.32325, 1.92893)
H (-4.09423, 1.29116, -1.57720)

Force components x, y, z for each atom (eV/Å):
C -0.3 1.0 0.9
C 1.8 -2.1 -2.9
C -0.5 -2.2 0.2
C -1.0 -0.5 0.0
N 2.6 -1.2 1.1
F -0.7 1.1 0.9
F -0.3 0.1 0.7
H 0.8 0.6 -0.6
H 0.4 1.2 -0.3
H -0.4 -0.1 -0.7
H 0.2 -0.6 2.1
H -2.8 2.7 -1.5

[3]
Below is a 4-piece molecular cluster, C19H46FO4PS overall, with properties calculated with ωB97M-V/def2-TZVPD.

Total energy in eV: -51476.554
Gap between HOMO and LUMO in eV: 9.713
SMILES string: O=S(=O)(F)PCOO.CCCCCC.CCCCCC.CCCCCC
Highest occupied orbital energy in eV: -9.9
E_LUMO in eV: -0.17
M in g/mol: 420.6

Positions of all 72 atoms, in Å:
O (0.52877, 7.57152, 1.14086)
S (1.74482, 8.29420, 0.70742)
O (1.67277, 8.84235, -0.66863)
F (1.93139, 9.61303, 1.69004)
P (3.47733, 7.09394, 1.09992)
C (3.34186, 5.42354, 0.21969)
O (2.07575, 4.82996, 0.29824)
O (1.25802, 5.28704, -0.76342)
H (4.56070, 7.81281, 0.48298)
H (4.04157, 4.73519, 0.75484)
H (3.73375, 5.50139, -0.82567)
H (0.47149, 4.73215, -0.68348)
C (0.91818, 1.07918, 0.36339)
C (1.94999, 1.56054, 1.37581)
C (3.38795, 1.45382, 0.87014)
C (3.86551, 0.03319, 0.55976)
C (3.78119, -0.95132, 1.72571)
C (4.65482, -0.56027, 2.91207)
H (1.04141, 0.01837, 0.13572)
H (-0.09034, 1.21570, 0.76080)
H (0.99255, 1.64366, -0.57011)
H (1.83137, 1.00838, 2.31262)
H (1.74319, 2.60840, 1.61023)
H (4.05551, 1.90911, 1.60989)
H (3.49060, 2.05856, -0.03832)
H (4.90374, 0.08635, 0.21466)
H (3.29161, -0.36805, -0.28147)
H (4.09903, -1.93598, 1.36966)
H (2.74457, -1.06512, 2.05607)
H (5.70282, -0.47754, 2.61388)
H (4.58805, -1.31685, 3.69657)
H (4.34417, 0.39206, 3.34624)
C (0.30153, -5.98128, 3.38647)
C (-0.89362, -5.51365, 2.56430)
C (-0.61325, -5.46211, 1.06247)
C (0.48391, -4.48345, 0.63796)
C (0.25411, -3.02956, 1.04820)
C (-0.99513, -2.41586, 0.42677)
H (1.14561, -5.29442, 3.29779)
H (0.03383, -6.03819, 4.44367)
H (0.63011, -6.97356, 3.06880)
H (-1.22779, -4.53639, 2.92468)
H (-1.72507, -6.20376, 2.73652)
H (-1.54292, -5.21599, 0.53974)
H (-0.33331, -6.46355, 0.71887)
H (0.58643, -4.53269, -0.45147)
H (1.44482, -4.81524, 1.04348)
H (1.12285, -2.44136, 0.73535)
H (0.20187, -2.94280, 2.13770)
H (-0.94733, -2.45638, -0.66405)
H (-1.08522, -1.36768, 0.72105)
H (-1.90225, -2.92923, 0.75212)
C (-5.04756, 2.18953, -3.94071)
C (-5.16742, 0.69254, -4.20080)
C (-5.41190, -0.12538, -2.93272)
C (-4.29441, -0.05931, -1.88919)
C (-2.91553, -0.49637, -2.38216)
C (-2.86666, -1.95298, -2.82700)
H (-4.18971, 2.42124, -3.30635)
H (-4.91497, 2.72716, -4.88193)
H (-5.94782, 2.57539, -3.45690)
H (-4.27202, 0.33667, -4.71864)
H (-6.00388, 0.52498, -4.88600)
H (-5.58482, -1.16853, -3.21541)
H (-6.34127, 0.21529, -2.46416)
H (-4.58132, -0.68548, -1.03746)
H (-4.22085, 0.96040, -1.49853)
H (-2.19742, -0.35802, -1.56783)
H (-2.57911, 0.14778, -3.19999)
H (-3.16224, -2.61902, -2.01269)
H (-1.85123, -2.22006, -3.12872)
H (-3.52317, -2.13798, -3.67934)

Force components x, y, z for each atom (eV/Å):
O 3.2 1.5 0.0
S -4.1 0.9 -3.4
O 0.8 -0.8 3.1
F 0.2 -1.9 -0.9
P 0.9 -0.1 2.2
C 0.2 0.1 -1.6
O 0.5 -0.6 0.9
O 0.3 0.8 -0.9
H -0.9 -0.3 -0.4
H -0.6 0.7 -0.1
H -0.6 -0.1 0.6
H 0.1 -0.1 0.4
C -0.1 0.0 0.1
C 0.0 0.1 -0.1
C 0.1 0.0 0.1
C -0.1 0.0 -0.1
C 0.1 0.0 0.0
C -0.1 -0.1 0.1
H 0.0 0.0 -0.1
H 0.0 0.0 -0.1
H 0.0 -0.1 0.0
H 0.0 0.0 0.0
H 0.0 0.0 0.0
H 0.0 0.0 0.0
H 0.0 0.0 0.0
H 0.0 0.0 0.0
H 0.0 0.0 0.0
H -0.1 0.0 0.0
H 0.0 0.0 0.0
H 0.0 0.0 0.0
H 0.0 0.1 0.0
H 0.0 0.0 0.0
C -0.1 0.1 0.1
C 0.0 -0.1 -0.1
C -0.1 0.1 0.0
C 0.1 0.0 0.1
C 0.0 0.0 -0.1
C 0.0 0.1 0.1
H 0.0 0.0 0.0
H 0.1 0.0 0.0
H 0.0 0.0 0.0
H 0.0 0.0 0.0
H 0.0 0.1 0.0
H 0.0 0.0 0.0
H 0.0 0.0 0.0
H 0.0 0.0 0.0
H 0.0 0.0 0.0
H 0.0 0.0 0.1
H 0.0 0.0 0.0
H 0.0 0.0 0.0
H -0.1 0.0 -0.1
H 0.0 0.0 0.0
C 0.1 0.0 -0.1
C -0.1 0.0 0.1
C 0.0 -0.1 0.0
C 0.0 0.1 0.0
C 0.0 -0.1 0.1
C 0.1 0.1 -0.1
H 0.0 0.0 0.0
H 0.0 0.0 0.1
H 0.0 0.0 0.0
H 0.0 0.0 0.0
H 0.1 0.0 0.0
H 0.0 0.0 0.0
H 0.0 0.0 0.0
H 0.0 0.0 0.0
H 0.0 0.0 0.0
H 0.0 0.0 0.0
H 0.0 0.0 0.0
H 0.0 0.0 0.0
H -0.1 -0.1 0.0
H 0.0 0.0 0.0

[4]
Below is a 2-piece molecular cluster, CH5NO overall, with properties calculated with ωB97M-V/def2-TZVPD.

Total energy in eV: -4652.247
Gap between HOMO and LUMO in eV: 8.951
SMILES string: N=O.C
Highest occupied orbital energy in eV: -9.6
E_LUMO in eV: -0.61
ΔE to the lowest compared entry with this formula, charge and spin in kcal per mole: 72.3
M in g/mol: 47.1

Positions of all 8 atoms, in Å:
C (-1.86042, 0.02244, -0.02043)
H (-0.91884, 0.69402, 0.03072)
H (-2.25356, 0.01445, 0.97527)
H (-1.47318, -0.96966, -0.15670)
H (-2.51005, 0.32271, -0.79374)
H (1.63686, 1.18678, -0.54340)
N (1.09995, 0.55027, 0.13233)
O (1.12271, -0.65436, -0.03949)

Force components x, y, z for each atom (eV/Å):
C 2.9 0.9 0.9
H -2.0 -0.9 -0.2
H -0.8 0.3 0.4
H 0.1 -0.5 -0.5
H -0.9 0.3 -0.6
H 0.2 -1.5 -0.4
N -0.4 -1.2 1.0
O 0.9 2.6 -0.6

[5]
Below is C35H49N8O9P3Ru as an isolated structure, with properties calculated with ωB97M-V/def2-TZVPD.

2S+1: 6
Total energy in eV: -97896.039
Total charge: -1
Gap between HOMO and LUMO (spin up / spin down) in eV: 4.871 / 6.093
Highest occupied orbital energy (spin up / spin down) in eV: -2.5 / -5.7
E_LUMO (spin up / spin down) in eV: 2.35 / 0.40
M in g/mol: 919.8

Positions of all 105 atoms, in Å:
Ru (-0.14116, -1.46101, -0.00969)
O (0.14684, -1.36962, 4.07543)
C (0.34551, -1.32854, 2.84692)
N (-0.63741, -1.56692, 1.87655)
C (-1.87326, -2.07828, 2.08324)
C (-2.44679, -2.39631, 3.32313)
C (-3.73019, -2.89035, 3.38561)
C (-4.47653, -3.09330, 2.21622)
C (-3.95326, -2.79683, 0.97967)
C (-2.64949, -2.28305, 0.86904)
N (-2.01107, -1.93895, -0.26491)
C (-2.48900, -2.07347, -1.58360)
O (-3.68623, -2.24286, -1.87274)
C (-1.42027, -1.96367, -2.53237)
C (-1.62704, -2.08897, -3.92459)
C (-0.57472, -2.01347, -4.78913)
C (0.73142, -1.80877, -4.26240)
C (0.87952, -1.68701, -2.90131)
N (-0.13448, -1.74189, -2.04152)
C (1.60087, -0.99178, 2.24105)
C (2.69647, -0.55326, 3.01527)
C (3.84671, -0.13461, 2.41291)
C (3.91797, -0.17102, 0.98954)
C (2.83072, -0.63498, 0.28776)
N (1.69285, -1.03967, 0.85141)
H (-1.84913, -2.25338, 4.20956)
H (-4.15553, -3.13815, 4.34922)
H (-5.47483, -3.50435, 2.28635)
H (-4.51179, -2.96733, 0.07208)
H (-2.64005, -2.25707, -4.26291)
H (-0.71563, -2.12113, -5.85655)
H (1.59429, -1.77011, -4.91043)
H (1.86030, -1.56203, -2.46029)
H (2.56163, -0.55316, 4.08829)
H (4.68832, 0.22742, 2.98824)
H (4.81248, 0.13040, 0.46498)
H (2.86779, -0.69422, -0.79072)
C (2.53698, -6.30318, 1.81848)
C (2.17330, -4.93811, 1.26616)
O (2.24391, -3.92538, 2.26156)
P (3.30940, -4.34405, -0.05363)
O (3.91124, -5.63708, -0.78231)
O (4.62081, -3.87725, 0.74037)
O (2.79240, -3.34588, -0.99335)
P (0.48499, -4.97895, 0.50439)
O (0.93342, -5.73424, -0.88869)
O (-0.45590, -5.83146, 1.25798)
O (0.03838, -3.58262, 0.17626)
H (3.43533, -6.23713, 2.43237)
H (2.70798, -6.99938, 1.00025)
H (1.70241, -6.66299, 2.42039)
H (1.40361, -3.88770, 2.74001)
H (3.36065, -5.78588, -1.56040)
H (4.36627, -3.13625, 1.30994)
H (0.12468, -6.10644, -1.25921)
N (-0.35303, 0.39915, -0.33004)
P (-0.44776, 1.94180, -0.28669)
N (0.11801, 2.75423, 1.07854)
C (-0.16214, 2.06216, 2.33384)
C (-0.32689, 3.05989, 3.47693)
C (0.92785, 3.92559, 3.57842)
C (1.19086, 4.59492, 2.23099)
C (1.33932, 3.53346, 1.14053)
N (-2.01263, 2.50937, -0.43633)
C (-3.05001, 1.60594, -0.91031)
C (-3.90594, 2.29269, -1.98119)
C (-4.15450, 3.77165, -1.62780)
C (-3.93288, 4.00809, -0.13661)
C (-2.47965, 3.71539, 0.23886)
N (0.42987, 2.68588, -1.53709)
C (1.71851, 2.03401, -1.76480)
C (2.64908, 2.99588, -2.49460)
C (2.01827, 3.41974, -3.82028)
C (0.61507, 3.97745, -3.57984)
C (-0.22919, 2.96861, -2.80252)
H (0.65800, 1.38290, 2.58706)
H (-1.06498, 1.45821, 2.20246)
H (-0.48888, 2.50649, 4.40367)
H (-1.19810, 3.69696, 3.30008)
H (1.77986, 3.29088, 3.83813)
H (0.81385, 4.67714, 4.36394)
H (2.09571, 5.20548, 2.27484)
H (0.34685, 5.24187, 1.97797)
H (2.20693, 2.89741, 1.37694)
H (1.49864, 4.00295, 0.17026)
H (-3.68653, 1.27374, -0.08119)
H (-2.56360, 0.71693, -1.31607)
H (-4.85122, 1.75350, -2.05697)
H (-3.41198, 2.22288, -2.95169)
H (-5.17031, 4.06206, -1.90394)
H (-3.46853, 4.41421, -2.18681)
H (-4.60473, 3.36438, 0.43413)
H (-4.16260, 5.04190, 0.12924)
H (-2.39604, 3.62086, 1.32742)
H (-1.84286, 4.54986, -0.07273)
H (1.58426, 1.11917, -2.36092)
H (2.13683, 1.73488, -0.80158)
H (3.61274, 2.51222, -2.66596)
H (2.81626, 3.87678, -1.86909)
H (1.94856, 2.54797, -4.47659)
H (2.64334, 4.16587, -4.31752)
H (0.13019, 4.20410, -4.53224)
H (0.68377, 4.90211, -3.00129)
H (-0.34315, 2.05349, -3.40458)
H (-1.22023, 3.37258, -2.59689)

Force components x, y, z for each atom (eV/Å):
Ru 0.1 1.8 -0.5
O 0.0 0.0 -0.2
C 0.5 0.2 0.4
N -0.6 -0.3 0.8
C 0.2 0.2 -0.3
C -0.3 -0.2 0.5
C 0.6 0.2 0.2
C -0.1 0.0 -0.6
C -0.6 -0.3 0.1
C 0.4 0.3 -0.1
N -1.1 -0.4 0.4
C -0.2 0.0 -0.8
O 0.1 0.0 0.1
C 0.0 0.0 0.2
C -0.1 0.0 -0.2
C 0.0 0.0 0.2
C 0.0 0.0 0.0
C 0.3 0.0 -0.2
N 0.1 -0.3 -0.5
C -0.1 0.1 0.1
C 0.1 0.0 0.1
C -0.1 -0.1 0.0
C 0.0 0.0 -0.1
C 0.3 0.1 -0.1
N 0.5 -0.1 0.2
H 0.0 0.0 0.0
H 0.0 0.0 0.0
H 0.0 0.0 0.0
H 0.0 0.0 0.0
H 0.0 0.0 0.0
H -0.1 0.0 0.0
H 0.1 0.0 0.0
H 0.0 -0.1 0.0
H 0.0 0.0 0.0
H 0.0 0.0 0.1
H 0.0 0.0 -0.1
H 0.0 0.0 0.0
C 0.0 -0.1 0.0
C -0.3 0.2 -0.6
O 0.0 0.0 0.3
P 0.8 0.2 -0.1
O 0.0 0.1 0.2
O -0.3 -0.2 0.1
O -0.2 0.0 0.0
P 0.0 -0.1 -0.5
O -0.3 0.2 0.3
O 0.0 -0.1 0.3
O 0.2 0.7 0.0
H 0.1 0.0 0.0
H 0.0 -0.1 0.1
H 0.0 0.0 0.0
H 0.1 0.1 0.0
H -0.1 -0.1 -0.1
H 0.1 0.1 0.1
H 0.0 -0.1 -0.2
N -0.1 -1.5 0.5
P 0.1 1.0 -0.2
N -0.1 -0.7 -0.5
C -0.3 0.0 0.3
C 0.2 -0.1 0.0
C -0.2 0.1 -0.1
C 0.2 -0.2 0.1
C 0.0 0.4 -0.1
N 0.4 -0.6 0.2
C -0.2 -0.2 -0.3
C 0.0 0.0 0.1
C -0.1 -0.1 0.1
C 0.1 0.0 -0.2
C 0.0 0.2 0.1
N -0.4 -0.6 0.5
C 0.4 0.2 0.1
C -0.1 -0.2 -0.1
C 0.0 0.2 0.2
C 0.0 -0.2 -0.1
C -0.1 0.3 -0.1
H 0.0 -0.1 -0.1
H 0.1 0.0 0.1
H -0.1 0.0 0.0
H 0.0 0.0 0.0
H 0.0 0.0 0.0
H 0.1 0.0 0.0
H 0.0 0.0 0.0
H 0.0 0.1 0.0
H 0.0 0.0 0.0
H 0.1 0.0 0.1
H 0.1 0.0 0.0
H -0.2 0.0 0.1
H 0.0 0.0 -0.1
H 0.0 -0.1 0.0
H 0.1 0.1 -0.1
H 0.0 0.0 0.0
H 0.0 0.0 0.1
H 0.0 0.0 0.1
H 0.1 0.0 0.0
H -0.1 0.1 0.1
H 0.0 0.0 0.1
H 0.1 0.0 -0.1
H 0.0 0.0 0.0
H 0.0 0.0 0.0
H 0.0 0.0 -0.1
H 0.0 -0.1 -0.1
H 0.0 0.0 0.0
H 0.0 0.0 0.0
H 0.0 0.0 0.0
H 0.0 0.0 -0.1